[1]
Formula: C18H20BCaF4N3O4
Source: the OMol25 dataset
Level of theory: ωB97M-V/def2-TZVPD

Summary:
E: -61640.473 eV
HOMO energy: -8.452 eV
Kohn-Sham gap: 7.51 eV
energy relative to the best compared isomer or geometry (same formula, charge and spin): 41.2 kcal per mole

The geometry in XYZ format:
```
51
C18H20BCaF4N3O4 ωB97M-V/def2-TZVPD
Ca -0.13828 1.34683 -2.92581
C 1.46418 2.00399 1.64925
C 0.65504 2.47903 0.48175
N -0.54368 2.88472 0.50970
O -1.10206 2.82106 1.79627
C 1.26624 2.39846 -0.87588
C 1.75234 3.63801 -1.57401
N 1.31513 1.21090 -1.35800
O 1.78985 1.07469 -2.60548
H 1.84727 1.00801 1.42472
H 0.88115 1.99117 2.56700
H 2.32090 2.66695 1.78665
H -1.91358 3.32612 1.69307
H 1.55371 4.52159 -0.97308
H 1.27594 3.75480 -2.54921
H 2.82458 3.54988 -1.76156
C 2.40576 -1.77587 0.20182
O 1.19285 -1.22134 0.68255
C 0.79584 -1.48087 1.93332
C 1.53635 -2.21144 2.85570
C 1.08180 -2.38305 4.15419
C -0.11130 -1.81133 4.56015
C -0.85042 -1.06835 3.65406
C -0.43114 -0.91662 2.34097
N -1.20983 -0.09679 1.47345
C -1.48867 -0.26365 0.18794
C -1.52142 -1.44143 -0.56209
C -1.61309 -2.74529 -0.00231
C -1.74569 -3.83799 -0.80011
C -1.79309 -3.68090 -2.20762
C -1.68850 -2.45278 -2.78787
C -1.52850 -1.27381 -1.99754
O -1.38763 -0.12998 -2.53005
H 2.40047 -2.86583 0.28243
H 3.26897 -1.36711 0.73221
H 2.45972 -1.48304 -0.84352
H 2.48462 -2.64040 2.56410
H 1.67412 -2.95833 4.85302
H -0.47199 -1.93982 5.57113
H -1.78319 -0.60628 3.95520
H -1.47728 0.80257 1.86178
H -1.79410 0.63997 -0.33096
H -1.64906 -2.85471 1.07376
H -1.83885 -4.82428 -0.36601
H -1.93834 -4.55645 -2.82829
H -1.73877 -2.32650 -3.86159
F -2.49049 3.49506 -4.80606
B -1.32687 3.05962 -4.26492
F -0.95108 1.76383 -4.75886
F -0.24488 3.90479 -4.44737
F -1.47504 2.87218 -2.82801
```

[2]
Formula: C18H20BF3O
Source: the OMol25 dataset
Level of theory: ωB97M-V/def2-TZVPD

Summary:
E: -29867.703 eV
HOMO energy: -6.966 eV
Kohn-Sham gap: 4.56 eV

The geometry in XYZ format:
```
43
C18H20BF3O ωB97M-V/def2-TZVPD
F -3.92542 -0.18516 5.34626
B -2.99931 -0.52309 4.37070
F -1.72214 -0.78635 4.82955
F -3.47015 -1.38001 3.38929
C -2.84478 1.05230 3.57028
C -1.70731 1.08064 2.65133
C -1.80241 0.52274 1.42968
H -3.78385 1.17148 3.01890
H -2.77942 1.78099 4.38275
H -0.78329 1.55339 2.98952
H -1.26312 0.92459 0.57569
H -2.55093 -0.25407 1.26330
C -1.47232 -1.58616 -5.92139
O -2.04668 -2.12921 -4.70591
C -1.40110 -1.83874 -3.54283
C -2.04052 -2.20827 -2.33586
C -1.50822 -1.82729 -1.13046
C -0.27666 -1.10002 -1.04851
C 0.24180 -0.73932 0.21947
C 1.34956 0.13272 0.46981
C 2.10974 -0.04041 1.66193
C 3.24410 0.71016 1.89819
C 3.63660 1.72984 1.02444
C 4.84995 2.54899 1.35402
C 2.86369 1.96763 -0.11628
C 1.73835 1.20262 -0.39214
C 0.40506 -0.83395 -2.27835
C -0.14542 -1.18525 -3.49236
H -2.16200 -1.88389 -6.70879
H -1.40764 -0.49176 -5.85538
H -0.47682 -2.00812 -6.11076
H -2.95191 -2.79220 -2.41305
H -2.01463 -2.10921 -0.20428
H -0.17734 -1.26404 1.08006
H 1.79726 -0.81090 2.36961
H 3.85478 0.52411 2.78070
H 5.04945 3.29563 0.57892
H 4.74919 3.08057 2.31110
H 5.72244 1.88869 1.44815
H 3.16317 2.77092 -0.79601
H 1.14014 1.41861 -1.27986
H 1.40098 -0.39854 -2.26337
H 0.39712 -0.98069 -4.41803
```

[3]
Formula: C18H20BrF3N6NiO4S
Source: the OMol25 dataset
Level of theory: ωB97M-V/def2-TZVPD

Summary:
multiplicity: 3
E: -166198.698 eV
HOMO energy (spin up / spin down): -7.654 / -7.589 eV
expectation value of S²: 2.01
Kohn-Sham gap (spin up / spin down): 7.52 / 7.44 eV
energy relative to the best compared isomer or geometry (same formula, charge and spin): 9.3 kcal per mole

The geometry in XYZ format:
```
54
C18H20BrF3N6NiO4S ωB97M-V/def2-TZVPD
Ni 0.06658 0.41040 -0.09213
Br 0.15800 4.25390 -0.64644
C -0.70331 3.51358 0.85472
C -1.58466 4.31743 1.56513
C -2.21344 3.78180 2.67430
C -1.91707 2.48191 3.05499
C -1.03215 1.75858 2.27731
N -0.44280 2.25244 1.17168
C -0.63462 0.33316 2.62108
O -0.24104 0.13531 3.78546
O -0.70941 -0.47932 1.66298
H -1.76654 5.33139 1.24218
H -2.92340 4.37716 3.23386
H -2.35354 2.01875 3.92914
N 1.78993 -0.76716 0.48424
C 2.67022 0.18966 1.14267
C 4.11314 -0.30229 1.37206
C 4.41276 -0.43075 2.85121
C 4.79952 0.92325 3.44544
N 3.90101 2.01306 3.05540
C 2.64280 2.14370 3.45981
N 1.85990 2.99473 2.79731
N 2.12618 1.48541 4.50589
C 2.59371 1.50906 0.35618
O 3.31899 2.43655 0.77565
O 1.77524 1.54194 -0.59931
H 1.52992 -1.55385 1.06809
H 2.20957 -1.10475 -0.37530
H 2.19808 0.39324 2.10569
H 4.84878 0.35274 0.90024
H 4.20915 -1.27723 0.88919
H 5.24512 -1.11438 3.03429
H 3.54146 -0.86291 3.35428
H 5.77580 1.22612 3.07164
H 4.89006 0.85530 4.53136
H 4.01928 2.31893 2.07458
H 2.16738 3.28653 1.87864
H 0.86527 2.95278 2.97575
H 2.69044 0.77906 4.94337
H 1.12907 1.28264 4.44084
F -0.65880 -0.79734 -5.09966
C -1.91026 -0.80880 -4.62590
F -2.71796 -0.52351 -5.67148
F -2.19226 -2.06730 -4.26312
C -2.11365 0.17137 -3.50354
C -3.04297 1.17895 -3.63431
C -3.24263 2.08060 -2.59289
C -2.47666 1.92980 -1.46099
N -1.56372 0.97043 -1.31693
C -1.36234 0.06850 -2.30995
S -0.16933 -1.10437 -1.94622
H -3.61598 1.26484 -4.54680
H -3.97519 2.87083 -2.66331
H -2.61140 2.59686 -0.61726
```

[4]
Formula: C18H20BrMnNO5
Source: the OMol25 dataset
Level of theory: ωB97M-V/def2-TZVPD

Summary:
multiplicity: 4
E: -132064.262 eV
HOMO energy (spin up / spin down): -14.812 / -14.903 eV
net charge: +2
expectation value of S²: 3.85
Kohn-Sham gap (spin up / spin down): 6.56 / 6.39 eV
energy relative to the best compared isomer or geometry (same formula, charge and spin): 49.4 kcal per mole

The geometry in XYZ format:
```
46
C18H20BrMnNO5 ωB97M-V/def2-TZVPD
Mn 1.09981 0.27672 0.00833
C -1.00689 2.55471 -2.79524
C 0.02247 2.20616 -1.77733
O -0.05748 1.05298 -1.26791
C 1.05765 3.13096 -1.39465
C 1.24434 4.32056 -2.12572
C 2.22062 5.22229 -1.77993
C 3.03345 4.96423 -0.67548
C 2.87229 3.81421 0.07221
C 1.89128 2.89157 -0.27492
O 1.74617 1.81952 0.52563
H -1.75188 1.76613 -2.84577
H -0.53245 2.66188 -3.77336
H -1.48428 3.50491 -2.55820
H 0.61517 4.52140 -2.98124
H 2.35729 6.12603 -2.35591
H 3.79994 5.67465 -0.39596
H 3.48861 3.61811 0.93836
C 1.85762 -3.53748 -0.18147
C 1.75658 -2.27045 -1.00314
C 1.78511 -2.56060 -2.49618
O 0.51039 -1.56018 -0.64705
C 2.76426 -1.11750 -0.72650
O 3.76232 -1.16782 0.15279
O 2.55486 -0.07331 -1.34993
H 1.20456 -4.29083 -0.62023
H 1.53400 -3.38826 0.84566
H 2.87413 -3.93196 -0.20798
H 0.96679 -3.23809 -2.74513
H 2.71460 -3.07008 -2.75230
H 1.70797 -1.64873 -3.08460
H -0.15553 -1.67163 -1.34280
C 5.71786 -1.07108 2.25238
C 4.27486 -0.88811 2.52315
C 3.74101 -0.45981 3.71651
C 2.36332 -0.27510 3.88498
C 1.56564 -0.30688 2.72546
Br -0.19666 0.35585 2.69808
N 1.99931 -0.68180 1.55783
C 3.28583 -1.35806 1.50274
H 6.31997 -0.76663 3.10444
H 6.01689 -0.49208 1.37515
H 5.93570 -2.11876 2.02259
H 4.40500 -0.24279 4.54351
H 1.93058 0.01244 4.83137
H 3.13674 -2.43326 1.66456
```

[5]
Formula: C18H20Cl2N4O2
Source: the OMol25 dataset
Level of theory: ωB97M-V/def2-TZVPD

Summary:
E: -54089.435 eV
HOMO energy: -7.904 eV
SMILES: [H]/N=C(/Nc1cc(Cl)cc(Cl)c1)N1CCN(c2ccc(O)cc2OC)CC1
Kohn-Sham gap: 8.46 eV

The geometry in XYZ format:
```
46
C18H20Cl2N4O2 ωB97M-V/def2-TZVPD
H 1.18395 -4.50138 0.13470
N 1.64537 -3.60035 -0.07003
C 0.84834 -2.62674 -0.09173
N 1.09522 -1.29588 -0.27681
C 2.12227 -0.72723 -0.99742
C 3.42454 -1.26950 -1.11932
C 4.41433 -0.62783 -1.82805
Cl 5.98690 -1.28532 -1.88269
C 4.11385 0.62017 -2.43662
C 2.81764 1.19133 -2.32395
Cl 2.46088 2.79942 -2.92208
C 1.83982 0.48335 -1.59292
N -0.48427 -2.94128 0.15269
C -1.45492 -2.56553 -0.94250
C -2.44807 -1.49581 -0.41776
N -1.81725 -0.60038 0.59811
C -1.93209 0.80898 0.56802
C -3.18602 1.40262 0.37523
C -3.34624 2.80144 0.35686
C -2.22023 3.58524 0.48068
O -2.34576 4.90115 0.37584
C -0.97860 3.05971 0.74229
C -0.81406 1.66469 0.78626
O 0.39440 1.07181 1.08918
C 1.48282 1.86099 1.58316
C -1.41831 -1.33708 1.84711
C -0.90435 -2.73277 1.54391
H 0.35311 -0.68092 0.05246
H 3.66904 -2.18522 -0.56170
H 4.87149 1.13380 -3.03164
H 0.84084 0.93997 -1.48702
H -1.96685 -3.47757 -1.29471
H -0.93989 -2.12924 -1.80878
H -3.31378 -1.99475 0.00160
H -2.76652 -0.86517 -1.25731
H -4.09243 0.80642 0.29951
H -4.29794 3.30458 0.18031
H -3.25300 5.19794 0.28255
H -0.17181 3.69550 0.95080
H 1.18982 2.46056 2.43236
H 1.81125 2.54326 0.79620
H 2.37635 1.27278 1.88477
H -2.27594 -1.43839 2.52388
H -0.66160 -0.79639 2.37847
H -0.10982 -2.99771 2.23789
H -1.74244 -3.43325 1.68822
```

[6]
Formula: C18H20F4N4NdO4Se2Te2
Source: the OMol25 dataset
Level of theory: ωB97M-V/def2-TZVPD

Summary:
multiplicity: 4
E: -204574.132 eV
HOMO energy (spin up / spin down): -4.270 / -4.273 eV
net charge: -1
expectation value of S²: 3.75
Kohn-Sham gap (spin up / spin down): 6.05 / 6.06 eV

The geometry in XYZ format:
```
55
C18H20F4N4NdO4Se2Te2 ωB97M-V/def2-TZVPD
Nd 1.22620 -1.94004 0.78391
C 0.04985 -0.21067 -3.55356
C 0.68197 -0.54660 -2.21990
N 0.32458 -1.92641 -1.74697
C 0.88330 -3.05216 -2.51619
C 2.26549 -2.78185 -3.07939
C -1.14258 -2.13560 -1.56907
C -1.72320 -1.13756 -0.58872
N -1.18292 -1.48093 0.71026
C -1.59480 -0.81599 1.82537
C -1.02744 -1.23727 3.00633
F -0.00435 -2.18477 2.88133
C -1.30166 -0.69601 4.23729
F -0.59820 -1.08481 5.30022
C -2.25554 0.35127 4.38137
C -2.84130 0.81742 3.18618
F -3.62833 1.94459 3.25869
C -2.54754 0.25699 1.94984
F -3.16746 0.72143 0.82266
H 0.45903 0.73683 -3.98583
H -1.04522 -0.08642 -3.48525
H 0.29852 -0.98603 -4.28062
H 0.45345 0.15289 -1.39770
H 1.76223 -0.58868 -2.31399
H 0.16891 -3.31200 -3.31834
H 0.88039 -3.91055 -1.82409
H 2.24623 -2.33379 -4.09387
H 2.82830 -3.69147 -3.14126
H 2.82533 -2.09264 -2.43345
H -1.22689 -3.17013 -1.20093
H -1.61467 -2.11030 -2.56066
H -2.81423 -1.28153 -0.58962
H -1.46465 -0.09321 -0.89119
H -2.52339 0.85229 5.32667
Se 4.40109 -1.60634 0.31598
Te 4.44448 -3.98309 0.77635
Te 2.11114 -4.80486 2.44285
Se 0.54735 -5.26615 0.66088
C -1.58347 2.85725 -1.63162
C -0.57367 2.94593 -0.55733
N 0.05598 1.91477 -0.02618
C 0.79922 2.40792 1.00891
C 0.69147 3.83730 1.01700
N -0.20386 4.12944 0.01168
C 1.22119 4.95748 1.74750
O 2.01500 4.71351 2.78418
O 0.86393 6.08222 1.42727
C 1.61237 1.45595 1.84814
O 2.18906 1.95783 2.81524
O 1.58005 0.21217 1.48351
H -1.29367 2.08144 -2.32861
H -1.65293 3.77885 -2.20955
H -2.53403 2.58357 -1.17360
H -0.48396 5.08394 -0.17293
H 2.14390 3.71455 2.88079
```